Record 1
Formula: C24H72F3O24V
Source: OMol25
Level of theory: ωB97M-V with the def2-TZVPD basis set

```
124
Properties=species:S:1:pos:R:3:forces:R:3:mulliken_charge:R:1
V 13.23886 12.07292 12.01772 0.87 -1.14 0.39 -0.2586
F 12.86311 10.36230 11.35362 -0.19 0.15 -0.02 0.2083
F 13.37235 13.60572 13.11407 0.24 0.56 -0.04 0.5451
F 15.11504 12.02432 11.70871 -0.12 0.12 0.19 0.3177
C 12.44397 8.14563 7.57330 1.17 0.71 -1.51 -0.6650
C 13.60103 9.25906 7.91120 -3.11 -0.81 0.45 0.3703
O 14.47466 8.74161 8.87292 0.17 0.10 0.33 -0.5800
O 12.04484 7.48226 8.73032 0.42 0.27 1.42 -0.5064
H 12.74458 7.35145 6.88049 0.74 0.33 -0.24 0.3322
H 11.58699 8.60967 7.02229 0.39 -0.02 0.94 0.3295
H 12.97228 10.16004 8.19438 1.03 -0.70 0.35 -0.5168
H 14.19779 9.55791 7.08018 0.23 -0.11 -0.91 0.7442
H 14.14939 8.78566 9.78881 0.05 0.34 -0.33 0.1828
H 12.88048 7.30140 9.25122 -1.33 0.21 -0.49 0.3347
C 15.68799 13.37451 7.38452 0.45 0.36 0.62 -0.3081
C 16.74673 12.51238 6.74846 0.16 -0.03 -1.08 -0.6457
O 16.31791 11.15869 6.53227 -0.11 0.54 1.05 -0.5830
O 15.27180 12.84483 8.64556 -0.10 -0.41 0.56 0.0240
H 14.77184 13.35312 6.82357 -0.30 0.21 -0.63 0.4548
H 16.06223 14.42447 7.49096 -0.32 -0.75 -0.01 0.2084
H 17.65383 12.57346 7.35938 -0.02 -0.25 -0.02 0.1737
H 16.98538 12.91794 5.73857 -0.14 -0.20 0.67 0.4563
H 15.97671 10.86461 7.40230 0.23 -0.04 -0.63 0.2000
H 15.97710 12.47628 9.21664 0.39 0.41 -0.32 -0.3675
C 7.49460 9.91746 9.32649 -0.20 2.98 1.95 -0.4336
C 8.62675 8.94871 9.43174 0.02 1.01 -1.32 -0.5392
O 9.80421 9.38794 10.05302 -0.54 0.67 0.65 -0.1016
O 7.91833 11.12207 8.53640 -0.16 -2.35 0.41 -0.5239
H 7.20128 10.37063 10.36503 0.57 -1.09 -1.51 0.2479
H 6.59538 9.36607 8.98444 0.50 0.56 -0.45 0.3783
H 8.83750 8.62816 8.43047 0.36 0.00 -0.93 0.3317
H 8.24145 8.08178 9.85124 -0.77 -1.77 1.46 0.4087
H 10.50046 8.94646 9.58155 1.09 -0.43 -0.16 -0.0742
H 7.23837 11.78088 8.62089 -0.50 0.30 0.08 0.2822
C 17.41728 9.68092 10.21053 -1.72 -0.81 0.67 -0.6130
C 18.39040 10.81383 10.31592 -0.77 0.17 -1.25 -0.3280
O 17.79654 12.06608 9.92570 0.14 -0.12 0.37 -0.4694
O 16.30869 9.62746 11.20965 1.21 2.83 -0.86 -0.4498
H 17.95704 8.74322 10.38526 -0.04 0.16 -0.35 0.5797
H 16.94713 9.68290 9.20524 0.33 -0.16 0.41 0.1505
H 19.17045 10.58324 9.60571 0.49 -0.14 -0.32 0.4334
H 18.83451 10.87234 11.27007 0.34 0.19 1.31 0.2415
H 18.29334 12.74263 10.42534 -0.38 -0.04 0.00 0.2959
H 16.01452 10.61242 11.27844 0.26 -2.38 -0.06 -0.1829
C 17.81799 14.04164 12.78943 -0.42 1.46 1.35 0.2017
C 17.34422 13.04083 13.91599 2.52 2.52 -0.22 -0.1985
O 17.09744 11.81409 13.40703 -1.83 -1.79 -1.30 0.0268
O 18.91627 13.56831 12.06531 1.15 -1.23 0.52 -0.7152
H 18.02202 15.10840 13.12963 0.11 -1.25 0.48 0.3833
H 17.06356 14.25242 12.07206 -1.24 -0.43 -0.71 -0.2173
H 16.54796 13.50248 14.46360 -0.70 0.16 0.35 -0.2748
H 18.21299 12.94360 14.62990 -0.67 0.09 -0.46 0.4581
H 16.25369 11.85789 12.83603 1.44 -0.05 0.88 -0.3116
H 19.31605 12.89111 12.65416 -0.03 0.50 -0.79 0.3450
C 10.74308 7.25631 12.50843 -0.96 -1.19 2.38 -0.3388
C 12.13821 6.81498 12.31063 0.12 -1.24 0.58 -0.5274
O 12.94071 7.57739 11.47513 -0.01 0.48 -0.76 -0.3912
O 10.70553 8.58732 12.94780 -0.49 0.85 -0.29 -0.4113
H 10.30300 6.57125 13.36005 0.73 1.21 -1.47 0.2691
H 10.14584 7.05990 11.65619 -0.74 0.25 -1.07 0.1162
H 12.01768 5.78655 11.93524 0.70 0.14 0.03 0.4847
H 12.56792 6.80202 13.30766 0.45 -0.34 0.31 0.2310
H 12.70395 8.51595 11.58443 0.18 0.06 0.03 -0.0391
H 10.43166 9.14216 12.19480 0.11 -0.05 0.23 0.0667
C 9.39215 14.69968 15.89322 -2.27 -1.14 -0.57 -0.8506
C 9.41583 13.85524 14.62977 -1.00 0.48 1.04 -0.1912
O 10.49984 14.25360 13.87496 0.83 -0.93 -2.02 -0.4744
O 10.29339 14.24277 16.83412 1.42 -0.35 0.31 -0.5007
H 8.44760 14.53881 16.37503 -1.13 0.10 -0.06 0.4535
H 9.40250 15.73582 15.60054 0.68 0.63 0.13 0.3316
H 8.55660 14.07149 14.00439 -0.54 0.15 0.15 0.3243
H 9.34607 12.78559 14.86677 0.64 0.05 0.02 0.2034
H 11.16768 14.70866 14.37132 0.99 0.34 0.62 0.0718
H 10.80398 14.96868 17.16533 0.45 0.51 0.31 0.2998
C 13.80734 14.18962 16.53668 -0.32 2.11 -1.14 -0.2260
C 13.85996 15.67327 16.11921 -0.07 -0.35 -0.43 -0.6668
O 12.88975 15.78756 15.03507 0.30 -0.26 1.37 -0.4539
O 14.52365 13.43539 15.59812 -0.31 -0.76 0.13 -0.5749
H 12.73185 14.00068 16.57036 0.02 -0.68 0.02 0.1149
H 14.22872 14.08043 17.49164 0.67 -0.43 1.30 0.5036
H 14.88199 15.98002 15.77220 -0.84 -0.35 0.29 0.2875
H 13.56060 16.31192 16.95564 -0.03 0.08 -0.08 0.3882
H 13.27484 16.29102 14.33384 0.14 0.48 -0.95 0.1842
H 14.12746 13.66462 14.74784 0.01 0.15 -0.68 -0.0978
C 10.96306 13.30072 10.65160 -1.11 -1.36 -0.96 -0.6250
C 11.85188 12.65283 9.59480 1.11 1.27 2.41 0.1166
O 13.19211 12.87122 10.18485 -0.90 0.12 -1.42 1.0015
O 11.28022 12.66034 11.90266 -0.63 0.41 0.68 0.2767
H 9.94552 12.98652 10.31156 0.32 0.66 0.68 0.3955
H 11.10040 14.37042 10.70963 -0.05 0.28 0.12 0.2990
H 11.76957 13.12992 8.63591 -0.03 0.06 -0.44 0.5707
H 11.64975 11.60659 9.62328 -0.10 -0.86 -0.49 -0.3193
H 13.92082 12.78063 9.50921 0.15 0.04 0.18 -0.0484
H 10.96509 13.18789 12.73549 0.37 -0.09 -1.16 0.2603
C 13.17751 16.51799 10.86415 1.35 0.08 -0.59 -0.7438
C 14.62292 16.14294 10.44068 -0.72 -0.50 0.82 0.5395
O 14.77533 16.22528 9.07259 1.67 0.88 -1.28 -0.5979
O 12.71269 15.94245 12.04199 -0.14 0.68 0.53 -0.4080
H 12.50784 16.31417 10.03073 -0.22 -0.34 -0.31 0.3450
H 13.24581 17.59986 10.91566 -0.65 0.32 0.53 0.3546
H 14.89592 15.12850 10.74928 -0.14 -0.08 0.40 -0.5019
H 15.34103 16.85788 10.86988 -0.18 -0.31 0.04 0.3601
H 14.02414 16.02988 8.53800 -1.05 -0.39 0.00 0.3393
H 13.11171 15.08031 12.22702 0.11 -0.30 -0.02 -0.0494
C 12.56218 9.73681 15.73250 1.93 3.03 0.36 -0.9051
C 13.49122 9.92952 14.51608 0.61 -0.19 1.23 0.2994
O 13.34598 11.26063 13.97369 -0.40 -1.88 -1.14 0.2832
O 11.26341 10.09810 15.44410 -1.06 -0.55 -0.21 -0.4785
H 12.94905 10.51458 16.52166 -0.74 -1.55 -1.06 0.2811
H 12.70185 8.74457 16.10483 -0.02 -0.81 0.44 0.4256
H 13.31110 9.16459 13.76856 -0.11 0.39 -0.45 -0.0010
H 14.52465 9.79592 14.90765 -0.40 0.12 -0.51 -0.0186
H 13.57375 11.88143 14.64395 0.44 1.02 1.13 -0.2109
H 10.95127 9.45655 14.78200 -0.22 0.31 -0.08 0.3965
C 18.00056 8.11724 15.05118 1.52 1.27 0.18 -0.0158
C 19.19012 8.85365 14.31603 -0.88 -1.46 0.37 -0.3504
O 18.93659 8.84000 12.92982 -0.83 0.46 -0.54 -0.5684
O 17.67572 6.86606 14.54099 0.63 -0.02 -1.83 -0.5567
H 17.16890 8.82170 14.93963 -0.24 -0.05 0.36 -0.1529
H 18.31333 7.98572 16.08778 -0.37 0.20 0.19 0.4080
H 20.16665 8.36677 14.44318 -0.33 -0.02 0.12 0.3411
H 19.23224 9.84828 14.72840 0.09 0.61 0.11 0.2048
H 18.06469 9.27613 12.76470 0.65 -0.26 0.09 0.3022
H 17.91455 6.97901 13.58359 -0.50 -0.59 0.88 0.3824
```
Positions in Å, forces in eV/Å.

Summary:
2S+1: 3
frontier orbital gap (spin up / spin down): 9.44 / 9.72 eV
ΔE to the lowest compared entry with this formula, charge and spin: 0.0 kJ/mol
HOMO (spin up / spin down): -0.339 / -0.349 Eh


Record 2
Formula: C25H28NO4
Source: OMol25
Level of theory: ωB97M-V with the def2-TZVPD basis set

```
58
Properties=species:S:1:pos:R:3:forces:R:3:mulliken_charge:R:1
H 0.53464 -0.70014 0.57291 0.06 -0.60 0.31 -0.1447
C 0.58003 -1.58367 1.26371 -0.34 0.77 0.61 0.8316
H 0.24291 -1.19200 2.23925 0.06 0.17 -0.36 0.4857
C -0.36054 -2.67336 0.86859 -0.61 -0.83 -0.24 -0.1543
C -1.81743 -2.41927 0.89280 -0.09 -1.59 -0.59 0.0578
O -2.66416 -3.24021 0.55033 0.91 0.95 0.28 -0.6781
O -2.12751 -1.20032 1.35249 -0.38 -0.24 -0.30 -0.1637
C -3.55793 -1.01244 1.32333 -0.24 0.26 0.06 -0.2078
C -3.82450 0.36098 1.86784 -0.03 0.33 0.25 -1.0669
C 0.03782 -3.94467 0.62410 0.22 0.80 0.08 -0.4464
N 1.36563 -4.27991 0.75786 0.37 -1.15 -0.51 -0.0486
C 2.31948 -3.38537 1.18476 -0.54 0.64 -0.10 -0.4309
C 1.96780 -2.10291 1.44039 1.00 -0.44 0.20 -0.1150
C 2.99062 -1.24409 2.08277 0.56 -1.23 -0.46 0.0427
O 4.15907 -1.56599 2.23291 -0.83 0.27 -0.18 -0.6666
O 2.49503 -0.07284 2.50452 0.53 -0.03 -0.07 -0.1683
C 3.54789 0.71294 3.10121 0.00 0.37 0.19 -0.2155
C 2.92581 2.01065 3.52948 -0.20 0.29 0.21 -1.1228
H -3.88919 -1.10611 0.27775 -0.02 -0.12 0.38 0.2549
H -4.02129 -1.80092 1.93317 0.04 0.27 -0.34 0.3670
H -4.89509 0.59207 1.82965 0.19 -0.06 0.02 0.4016
H -3.49094 0.42560 2.90999 -0.10 0.06 -0.19 0.3275
H -3.28247 1.11466 1.28506 -0.11 -0.08 0.09 0.1365
H -0.63617 -4.74814 0.32248 0.10 0.39 0.24 0.5026
H 1.65329 -5.23255 0.53819 -0.20 0.62 0.18 0.2583
H 3.33241 -3.77517 1.29776 -0.35 0.28 0.14 0.4940
H 3.95506 0.14936 3.95241 0.04 0.25 -0.35 0.3688
H 4.32883 0.86420 2.34236 -0.09 -0.12 0.36 0.2973
H 3.67991 2.67953 3.95900 -0.14 -0.14 -0.09 0.4099
H 2.45896 2.51476 2.67463 0.08 -0.02 0.15 0.1648
H 2.15311 1.82858 4.28536 0.13 0.11 -0.14 0.3045
C -4.98959 1.00344 -2.90184 -0.42 -0.20 -0.38 -1.5367
C -3.57519 1.17009 -2.49754 -0.15 0.02 0.47 1.1368
C -3.30625 2.20542 -1.59157 0.69 0.10 0.02 -0.7294
C -2.02093 2.38945 -1.13356 -0.24 -0.16 0.20 -0.8403
C -0.98283 1.50841 -1.53596 -0.34 -0.32 0.54 1.0700
C 0.27863 1.75003 -0.95293 -0.04 0.65 -1.74 -0.5519
C 1.51769 1.49035 -1.57630 0.40 0.12 0.32 1.0088
C 2.64457 1.99796 -0.88698 0.14 -0.29 -0.07 -0.5141
C 3.92081 1.64068 -1.26683 0.00 0.01 -0.13 -0.6438
C 4.08890 0.78036 -2.36284 0.04 0.00 0.36 -0.3560
C 3.00402 0.41351 -3.16869 -0.38 0.10 0.06 -0.8083
C 1.72730 0.81875 -2.81442 0.17 -0.02 -0.05 -0.3004
C -1.27799 0.43594 -2.42143 -0.19 0.08 -0.11 -0.3820
C -2.56699 0.28964 -2.90894 0.55 0.00 0.16 -1.3097
H -5.09994 0.28681 -3.71276 -0.06 0.01 -0.01 0.4079
H -5.59122 0.65440 -2.05513 0.09 0.03 -0.06 0.3099
H -5.40112 1.96590 -3.21260 -0.05 -0.09 -0.02 0.4011
H -4.11585 2.83600 -1.23436 0.14 -0.01 -0.19 0.4520
H -1.77236 3.22318 -0.47241 -0.16 -0.34 -0.06 0.3641
H 0.29274 2.37195 -0.05780 0.07 -0.18 -0.09 0.3019
H 2.45989 2.69986 -0.08065 0.19 -0.29 0.19 0.4322
H 4.76811 2.02753 -0.70586 -0.06 -0.20 -0.21 0.4280
H 5.08035 0.40085 -2.59247 -0.10 0.18 -0.08 0.4340
H 3.14557 -0.18055 -4.07607 0.06 0.33 0.34 0.4303
H 0.90753 0.67671 -3.51395 0.26 -0.13 0.27 0.7136
H -0.50231 -0.28754 -2.68929 -0.53 0.20 0.30 0.6621
H -2.79458 -0.54240 -3.57387 -0.05 0.23 0.15 0.3439
```
Positions in Å, forces in eV/Å.

Summary:
frontier orbital gap: 4.44 eV
ΔE to the lowest compared entry with this formula, charge and spin: 91.8 kJ/mol
net charge: +1
HOMO: -0.373 Eh


Record 3
Formula: C18H40Cl2FN3O4Si
Source: OMol25
Level of theory: ωB97M-V with the def2-TZVPD basis set

```
69
Properties=species:S:1:pos:R:3:forces:R:3:mulliken_charge:R:1
C 3.78716 1.58681 4.31043 -0.43 -0.06 -1.08 -0.9227
C 3.38288 2.43465 3.03206 -0.15 0.43 1.04 -0.7362
C 1.79979 2.39647 2.87656 2.57 1.06 0.12 -0.1287
O 1.47685 1.10476 2.32981 -2.21 0.54 0.47 -0.0211
Si -0.16903 0.72211 2.40804 0.74 -0.93 -0.63 -0.0090
N -0.30549 -0.95612 1.76194 0.68 0.99 1.75 -0.4879
C 0.51923 -1.66525 2.34154 -0.42 -0.02 -2.02 0.6198
O 1.33987 -2.41305 2.66256 0.16 -0.32 0.86 -0.4573
C -0.83997 0.60488 4.22211 -0.87 0.31 0.08 0.2660
F 0.18764 0.80326 5.19671 -0.85 0.10 -0.67 -0.3758
C -2.08718 1.54011 4.49104 -0.48 -0.80 1.74 -0.3066
C -2.99676 0.85745 5.61775 -0.42 0.24 -0.84 -1.3618
C -1.29010 1.77875 1.27207 -0.20 0.14 0.07 -0.4983
Cl -0.93844 1.20889 -0.44649 -0.49 0.05 1.07 -0.0724
C -1.11641 3.35763 1.45515 -1.15 0.13 -1.19 0.4857
C -2.48003 4.16130 1.33961 0.56 0.38 0.69 -1.2222
Cl -0.08058 3.95465 0.04752 0.03 0.22 1.36 -0.1749
H 4.89253 1.62806 4.50525 -1.12 -0.14 -0.12 0.3604
H 3.20733 1.98312 5.18204 0.66 -0.38 -0.58 0.2633
H 3.44151 0.53230 4.10534 0.59 0.95 0.49 0.1763
H 3.90962 2.10014 2.10109 -0.70 0.07 0.77 0.3360
H 3.71520 3.50302 3.20726 -0.52 -1.00 -0.23 0.3402
H 1.53834 3.26530 2.21880 -0.15 -1.04 0.21 0.0803
H 1.39119 2.59098 3.90450 -0.02 -0.47 -0.85 0.3517
H -1.21611 -0.44844 4.39570 0.52 0.98 -0.34 0.4367
H -2.76020 1.65453 3.60193 0.92 0.01 0.57 0.1444
H -1.80794 2.54463 4.90864 0.12 -0.80 -0.81 0.3095
H -3.49678 -0.04998 5.16606 0.69 0.75 0.62 0.3329
H -3.84854 1.55008 5.88231 1.02 -0.66 -0.01 0.3996
H -2.40087 0.57073 6.52417 -0.61 0.33 -0.86 0.3162
H -2.36873 1.49089 1.43816 1.13 0.39 -0.15 0.3706
H -0.65655 3.62844 2.43999 0.00 -0.36 -1.12 0.2140
H -3.29634 3.57783 0.84569 0.78 0.53 0.34 0.2588
H -2.27621 5.12774 0.79926 -0.38 -1.12 0.42 0.4272
H -2.78185 4.46754 2.38274 0.00 -0.51 -1.02 0.2846
C 2.27581 -2.31096 -0.51043 -0.17 0.03 0.15 -1.0578
C 2.16318 -1.98877 -1.99729 0.37 -0.15 0.18 1.2036
C 2.31284 -3.22250 -2.90735 -0.10 0.20 -0.22 -0.7596
O 3.64974 -3.67308 -3.07048 -0.31 -0.17 0.12 -0.4384
C 4.12618 -4.49942 -2.02226 0.29 0.13 -0.15 -0.6441
N 3.13988 -0.94641 -2.33333 -0.06 -0.13 -0.26 -0.7362
H 3.30498 -2.49187 -0.19678 -0.02 -0.01 -0.10 0.1868
H 1.90503 -1.47495 0.08526 0.07 0.02 -0.13 -0.1879
H 1.68085 -3.19146 -0.25351 0.04 0.01 0.00 0.3950
H 1.15944 -1.58195 -2.16344 0.01 -0.02 -0.10 -0.1287
H 1.97459 -2.94343 -3.91009 0.11 0.01 -0.02 0.2458
H 1.66398 -4.04494 -2.58024 0.06 -0.02 0.14 0.4522
H 3.33805 -5.13605 -1.61030 -0.04 0.07 0.04 0.2926
H 4.57354 -3.89126 -1.23315 -0.09 -0.13 0.16 0.2422
H 4.91103 -5.13929 -2.42919 -0.07 0.04 -0.07 0.2683
H 2.99798 -0.66414 -3.30080 -0.05 0.12 0.10 0.2856
H 4.05956 -1.38515 -2.34326 -0.07 0.08 0.11 0.3169
C -2.02463 -0.28289 -5.91365 0.11 -0.04 -0.23 -1.6176
C -1.49409 -0.61291 -4.52170 -0.40 0.18 -0.04 0.6601
C -2.31967 -1.68603 -3.78682 0.25 0.00 0.21 -0.5262
O -3.54586 -1.21521 -3.24614 0.08 -0.27 -0.25 -0.3992
C -4.61535 -1.15513 -4.17344 -0.07 0.22 0.26 -0.6924
N -1.40091 0.62625 -3.74218 0.01 -0.24 0.12 -0.5952
H -2.91994 0.33987 -5.88313 0.03 -0.05 0.09 0.2852
H -1.27368 0.26828 -6.48358 -0.03 0.00 0.09 0.4074
H -2.26071 -1.19375 -6.47008 -0.02 0.03 0.02 0.3494
H -0.48219 -1.01226 -4.64914 -0.02 -0.05 0.11 0.1605
H -1.73499 -2.02993 -2.92806 -0.07 0.08 0.06 0.1883
H -2.48797 -2.56730 -4.41881 -0.08 0.07 -0.11 0.4774
H -4.56968 -1.96545 -4.90665 0.07 0.04 -0.03 0.3115
H -4.62573 -0.18672 -4.67857 -0.06 -0.09 -0.20 0.2560
H -5.54913 -1.24503 -3.61572 0.08 -0.04 0.04 0.2558
H -0.95763 0.41685 -2.85085 0.09 0.06 -0.15 0.1876
H -2.34951 0.89277 -3.48216 0.09 0.05 -0.07 0.3559
```
Positions in Å, forces in eV/Å.

Summary:
frontier orbital gap: 9.55 eV
HOMO: -0.333 Eh


| no. | electronic energy (hartree) |
| --- | --- |
| 1 | -4006.98151 |
| 2 | -1324.90407 |
| 3 | -2484.80891 |